Below is C40H36BrCl3GeMnN4O5 as an isolated structure, with properties calculated with wB97M-V/def2-TZVPD.

## Properties
- Total charge: +1
- Spin multiplicity: 5
- HOMO-LUMO gap (alpha / beta): 7.456 / 7.318 eV
- E: -253705.174 eV
- Max |F|: 0.41 eV Å⁻¹

```
91
C40H36BrCl3GeMnN4O5 | the Open Molecules 2025 dataset | wB97M-V/def2-TZVPD
Br -1.496 1.938 7.831
Ge -2.033 1.265 -1.647
Mn 1.227 -0.804 1.490
Cl 3.479 -1.021 5.870
Cl 5.117 0.569 4.083
Cl 2.765 1.717 5.334
O 5.645 1.372 -3.002
O 2.085 0.673 2.713
O 0.098 0.738 0.850
O 2.645 -1.412 3.102
O 1.680 1.678 -0.441
N -0.198 -1.398 2.941
N 0.925 -2.844 1.030
N 2.356 -0.567 0.072
N 3.278 0.674 -1.661
C -0.584 -2.607 2.842
C -1.121 0.889 6.312
C 1.283 -4.872 -0.142
C 4.724 2.376 -2.627
C 3.311 1.820 -2.570
C -3.461 1.704 -2.888
C 3.466 0.252 4.649
C 1.564 -3.531 0.094
C -1.237 1.452 5.049
C 0.546 1.694 0.225
C 0.880 -1.573 -2.947
C -5.244 3.147 -3.654
C -4.201 2.879 -2.778
C -5.562 2.238 -4.652
C -3.263 -1.903 0.880
C -3.793 0.799 -3.897
C 4.284 -0.340 -1.965
C -2.802 -1.164 -0.203
C -0.016 -3.448 1.777
C 5.651 0.317 -2.059
C -0.550 -0.631 4.091
C -0.711 -0.424 6.476
C -2.680 0.224 -0.126
C -0.073 -0.913 -2.181
C 0.674 0.105 -4.650
C -3.619 -1.262 2.060
C -4.835 1.062 -4.773
C -3.060 0.851 1.061
C -0.282 0.756 -3.883
C -0.358 -4.772 1.598
C 2.675 -0.204 3.404
C 0.308 -5.494 0.612
C 2.447 0.486 -0.625
C -0.674 0.258 -2.636
C -0.232 2.965 0.122
C 1.253 -1.068 -4.183
C -3.524 0.120 2.146
C -0.936 0.694 3.933
C -0.422 -1.189 5.357
C -1.166 2.961 -1.105
H -0.813 3.028 1.040
H -1.919 3.736 -0.956
H 3.010 1.471 -3.562
H 1.984 -1.589 -4.788
H 0.067 -6.536 0.446
H -6.374 2.447 -5.336
H -1.281 -3.046 3.552
H -3.818 0.627 3.057
H 2.309 -2.974 -0.461
H 5.951 0.697 -1.074
H 4.271 -1.091 -1.179
H -1.117 -5.232 2.217
H 2.613 2.585 -2.248
H -5.809 4.065 -3.557
H 1.829 -5.407 -0.906
H -2.995 1.931 1.152
H -0.742 1.657 -4.277
H 0.956 0.506 -5.615
H 0.454 3.812 0.092
H -0.597 -0.839 7.467
H -2.547 -1.684 -1.120
H -1.546 2.483 4.944
H -3.976 3.604 -2.003
H -0.607 3.262 -1.996
H 4.787 3.164 -3.375
H -0.353 -1.324 -1.219
H -5.081 0.350 -5.552
H -0.044 -2.197 5.475
H 1.329 -2.490 -2.583
H -3.994 -1.834 2.900
H -3.228 -0.121 -4.013
H -1.011 1.112 2.940
H 5.000 2.793 -1.649
H 6.393 -0.406 -2.395
H -3.363 -2.979 0.795
H 4.029 -0.814 -2.918
```

Charge distribution, Löwdin scheme, values in e: 0.784, 1.025, 0.942, 0.634, 0.639, 0.642, -0.115, -0.077, 0.000, -0.043, 0.133, 0.061, 0.051, 0.064, -0.018, -0.032, -0.689, -0.010, -0.177, -0.093, -0.277, -1.515, -0.085, -0.105, -0.432, -0.084, -0.079, -0.106, -0.078, -0.091, -0.109, -0.105, -0.108, -0.222, -0.174, -0.250, -0.104, -0.261, -0.118, -0.080, -0.089, -0.077, -0.109, -0.103, 0.018, -0.811, -0.016, -0.391, -0.260, -0.110, -0.084, -0.087, -0.025, -0.011, -0.213, 0.118, 0.069, 0.126, 0.110, 0.123, 0.107, 0.150, 0.112, 0.101, 0.134, 0.117, 0.128, 0.126, 0.107, 0.120, 0.106, 0.109, 0.111, 0.135, 0.111, 0.100, 0.110, 0.092, 0.079, 0.134, 0.072, 0.107, 0.124, 0.092, 0.110, 0.100, 0.093, 0.134, 0.133, 0.105, 0.127

Below is C40H36N5O2ReS4Si as an isolated structure in a non-equilibrium geometry, with properties calculated with wB97M-V/def2-TZVPD.

## Properties
- Total charge: +1
- Spin multiplicity: 2
- HOMO-LUMO gap (alpha / beta): 5.410 / 5.905 eV
- E: -106953.093 eV
- Max |F|: 3.00 eV Å⁻¹

```
89
C40H36N5O2ReS4Si | the Open Molecules 2025 dataset | wB97M-V/def2-TZVPD
Re 0.116 -0.156 -1.141
S -0.839 -0.879 -3.292
S -0.413 -2.292 -0.096
S 2.314 -1.002 -1.657
S 0.881 -5.134 -2.828
Si 0.869 0.844 1.146
O 2.312 -5.221 -2.900
O 0.095 -5.426 -3.983
N 0.511 -3.607 -2.262
N -3.051 -2.315 -2.890
N 0.129 1.914 -1.624
N -1.858 0.419 -1.141
N -2.802 -0.535 -1.470
C 0.288 -5.988 -1.392
C 0.939 -2.209 4.712
C 3.743 0.758 0.896
C 4.044 3.424 0.232
C 2.597 1.559 0.826
C 0.003 4.670 -1.787
C 0.940 -0.398 2.569
C -3.581 2.144 -1.157
C -1.976 4.154 2.897
C 1.136 3.993 -2.208
C 2.052 -0.524 3.405
C 0.250 3.355 2.445
C -0.193 -1.157 2.875
C 5.162 2.609 0.311
C -0.197 -2.056 3.929
C -1.642 2.058 1.777
C 2.055 -1.426 4.462
C -5.805 2.002 -0.240
C 3.156 -2.214 -0.624
C 3.692 -0.218 -2.506
C -0.600 4.314 2.979
C -4.499 1.552 -0.286
C 0.280 -7.331 -1.088
C -0.717 -6.748 1.040
C 2.781 2.904 0.490
C -2.354 -1.255 -2.458
C -5.321 3.611 -1.958
C -2.499 3.015 2.303
C -0.692 -5.395 0.721
C 0.023 -3.661 -1.079
C -6.219 3.037 -1.071
C -2.189 1.678 -1.152
C -1.089 3.946 -1.337
C -0.253 2.216 1.807
C 5.008 1.270 0.647
C -0.232 -7.702 0.151
C -4.009 3.171 -2.001
C -1.031 2.563 -1.334
C -0.176 -5.027 -0.510
C 1.174 2.619 -2.074
H 2.919 0.104 3.256
H 1.926 3.565 0.447
H -0.184 5.187 3.467
H -5.643 4.403 -2.621
H 3.306 0.320 -3.369
H 4.222 0.453 -1.830
H -7.240 3.391 -1.028
H -4.181 0.752 0.367
H -1.112 -7.063 1.996
H 1.320 3.496 2.536
H 2.063 2.053 -2.311
H -2.762 -2.786 -3.730
H 3.645 -0.286 1.166
H -3.327 3.598 -2.724
H 2.000 4.520 -2.584
H 2.511 -2.449 0.219
H 6.147 3.016 0.122
H 5.879 0.631 0.726
H 2.926 -1.507 5.100
H -2.636 4.901 3.319
H 3.338 -3.098 -1.231
H 4.092 -1.786 -0.272
H -6.505 1.544 0.446
H 4.337 -1.025 -2.846
H 0.657 -8.065 -1.787
H -3.966 -2.496 -2.513
H 0.946 -2.922 5.527
H -0.031 5.750 -1.814
H 4.155 4.473 -0.014
H -1.098 -1.028 2.290
H -1.059 -4.645 1.409
H -1.088 -2.631 4.146
H -2.063 1.151 1.360
H -1.984 4.436 -0.983
H -3.571 2.867 2.255
H -0.253 -8.747 0.427
```

Charge distribution, Löwdin scheme, values in e: 0.811, 0.682, 0.695, 0.702, 0.650, 0.682, -0.281, -0.268, -0.092, 0.124, -0.085, -0.211, 0.021, -0.216, -0.078, -0.150, -0.069, -0.284, -0.007, -0.289, -0.164, -0.074, -0.027, -0.094, -0.092, -0.167, -0.075, -0.079, -0.127, -0.074, -0.055, -0.303, -0.296, -0.070, -0.039, -0.018, -0.049, -0.130, -0.837, -0.059, -0.071, -0.022, -0.710, -0.058, -0.177, 0.020, -0.269, -0.083, -0.049, -0.029, -0.199, -0.226, -0.105, 0.092, 0.085, 0.108, 0.112, 0.049, 0.036, 0.112, 0.112, 0.112, 0.096, 0.104, 0.101, 0.079, 0.117, 0.124, 0.039, 0.109, 0.113, 0.107, 0.107, 0.049, 0.046, 0.113, 0.063, 0.128, 0.119, 0.106, 0.125, 0.109, 0.069, 0.100, 0.107, 0.078, 0.129, 0.103, 0.114